ORCA calculation (ωB97M-V/def2-TZVPD) on a cluster of 2 separate species, H6N5P in total in a non-equilibrium geometry.

Last column: Mulliken charge in e.
Cartesian coordinates (Å):
N1 2.4026 1.5289 0.0743  -0.83
N2 1.2472 1.2595 0.3694  0.34
N3 -2.0249 0.3497 1.5163  -0.67
N4 -0.4619 -1.5223 -1.4046  -0.65
N5 -0.8825 0.5626 1.0066  0.39
P1 0.6384 -0.0972 1.0714  -0.10
H1 2.6716 2.3269 -0.4089  0.22
H2 -1.9169 -0.6001 1.8588  0.25
H3 0.4438 -1.0879 -1.5661  0.21
H4 -0.8341 -1.8151 -2.3119  0.22
H5 -0.3809 -2.3635 -0.8521  0.22
H6 -0.9024 1.4585 0.6467  0.40

Output
Multiplicity   1
M   107.06 g mol⁻¹
HOMO (spin up / spin down)   -7.9 / -7.9 eV
Energy relative to the best compared isomer or geometry (same formula, charge and spin)   34.6 kcal per mole
Gap between HOMO and LUMO (spin up / spin down)   7.500 / 7.558 eV

---

ORCA calculation (ωB97M-V/def2-TZVPD) on a structure of composition H6NaO3.

Last column: Mulliken charge in e.
Cartesian coordinates (Å):
Na1 -0.2086 -0.3104 -0.1570  0.89
O1 0.1682 1.8385 0.9446  -0.60
H1 -0.3969 2.5448 1.2840  0.31
H2 1.0682 2.1112 1.1701  0.33
O2 0.5144 0.6920 -2.3253  -0.69
H3 -0.1993 1.3249 -2.4962  0.36
H4 0.4944 0.0734 -3.0710  0.35
O3 -0.2177 -2.4853 1.6513  -0.65
H5 -0.9895 -2.7758 2.1580  0.35
H6 -0.2334 -3.0134 0.8414  0.35

Output
Multiplicity   1
Charge   +1
M   77.03 g mol⁻¹
HOMO   -16.1 eV
Energy relative to the best compared isomer or geometry (same formula, charge and spin)   6.7 kcal per mole
Gap between HOMO and LUMO   12.022 eV

---

ORCA calculation (ωB97M-V/def2-TZVPD) on a structure of composition H6NiO15S3 in a non-equilibrium geometry.

Last column: Mulliken charge in e.
Cartesian coordinates (Å):
Ni1 0.0623 -0.1868 -0.4372  1.55
S1 -2.7484 1.2254 -1.5172  0.96
O1 -2.8728 2.4796 -2.2443  -0.78
O2 -3.3007 0.1898 -2.2933  -0.78
O3 -1.3270 0.9435 -1.2498  -0.54
O4 -3.4501 1.2642 -0.2154  -0.78
S2 2.5092 -1.4983 1.2558  0.94
O5 2.8764 -0.2106 1.8380  -0.72
O6 1.8769 -2.3210 2.3109  -0.77
O7 1.5507 -1.1919 0.1621  -0.52
O8 3.7012 -2.1781 0.7748  -0.76
S3 -0.4930 0.9917 2.5387  1.13
O9 0.8663 1.4929 2.5298  -0.53
O10 -0.6448 0.0524 1.4029  -0.60
O11 -0.7660 0.2052 3.7708  -0.65
O12 -1.4077 2.1392 2.4831  -0.47
O13 0.7006 -0.4321 -2.3780  -0.42
H1 1.4963 -0.8628 -2.6903  0.26
H2 0.1316 -0.3926 -3.1467  0.28
O14 -0.9308 -1.9633 -0.8866  -0.40
H3 -1.3151 -2.2008 -1.7305  0.24
H4 -1.0269 -2.7496 -0.3493  0.25
O15 1.1971 1.6058 -0.1807  -0.44
H5 2.1227 1.5563 -0.4193  0.26
H6 1.1919 2.0420 0.6714  0.30

Output
Multiplicity   4
Charge   -3
M   400.93 g mol⁻¹
HOMO (spin up / spin down)   1.6 / 1.6 eV
Gap between HOMO and LUMO (spin up / spin down)   5.200 / 4.223 eV

---

ORCA calculation (ωB97M-V/def2-TZVPD) on a cluster of 3 separate species, H6O3 in total in a non-equilibrium geometry.

Last column: Mulliken charge in e.
Cartesian coordinates (Å):
O1 -0.4469 -1.0960 0.9921  -0.69
H1 -1.3748 -0.9267 0.6758  0.34
H2 -0.4066 -1.6305 1.8351  0.30
O2 -1.0581 0.6830 -1.4114  -0.67
H3 -1.0704 1.6615 -1.5688  0.32
H4 -0.2621 0.5026 -0.8981  0.37
O3 1.6231 0.6451 0.1654  -0.66
H5 1.9803 0.0142 -0.4409  0.33
H6 1.0154 0.1468 0.6506  0.36

Output
Multiplicity   1
SMILES   O.O.O
M   54.05 g mol⁻¹
HOMO   -11.3 eV
Energy relative to the best compared isomer or geometry (same formula, charge and spin)   9.3 kcal per mole
Gap between HOMO and LUMO   11.884 eV

---

ORCA calculation (ωB97M-V/def2-TZVPD) on a cluster of 3 separate species, H6O3 in total in a non-equilibrium geometry.

Last column: Mulliken charge in e.
Cartesian coordinates (Å):
O1 0.9217 -0.3802 -1.7525  -0.69
H1 1.0061 0.3538 -2.3492  0.33
H2 1.1672 0.0439 -0.9463  0.33
O2 -0.8871 0.4844 -0.3547  -0.71
H3 -1.6101 0.2464 0.2218  0.32
H4 -0.8842 -0.1733 -1.0719  0.39
O3 0.0609 -0.5311 2.1532  -0.66
H5 0.0360 -0.1654 1.2637  0.38
H6 0.1896 0.1215 2.8360  0.31

Output
Multiplicity   1
SMILES   O.O.O
M   54.05 g mol⁻¹
HOMO   -11.3 eV
Energy relative to the best compared isomer or geometry (same formula, charge and spin)   13.1 kcal per mole
Gap between HOMO and LUMO   12.056 eV

---

ORCA calculation (ωB97M-V/def2-TZVPD) on a cluster of 3 separate species, H6O3 in total.

Last column: Mulliken charge in e.
Cartesian coordinates (Å):
O1 0.3110 0.2480 1.4448  -0.75
H1 0.1636 -0.5895 0.9423  0.41
H2 1.2340 0.1847 1.7230  0.32
O2 0.1434 -1.5835 -0.5754  -0.73
H3 0.2363 -0.7411 -1.0580  0.37
H4 -0.7777 -1.8229 -0.7015  0.35
O3 -0.5050 1.2831 -0.8597  -0.68
H5 -0.2848 2.1134 -1.2924  0.31
H6 -0.1810 1.3115 0.0782  0.40

Output
Multiplicity   1
SMILES   O.O.O
M   54.05 g mol⁻¹
HOMO   -11.3 eV
Energy relative to the best compared isomer or geometry (same formula, charge and spin)   1.8 kcal per mole
Gap between HOMO and LUMO   12.169 eV

---

ORCA calculation (ωB97M-V/def2-TZVPD) on a cluster of 3 separate species, H6O3 in total in a non-equilibrium geometry.

Last column: Mulliken charge in e.
Cartesian coordinates (Å):
O1 0.8161 6.5519 -1.1379  -0.45
H1 0.2500 7.3123 -1.3682  0.39
H2 0.3723 5.6952 -1.2925  0.38
O2 -2.4252 -0.9630 -1.2501  -0.42
H3 -2.5559 0.0130 -1.2391  0.39
H4 -1.8250 -1.1920 -0.5276  0.39
O3 1.6208 -5.5849 2.2910  -0.46
H5 2.5624 -5.6882 2.0810  0.39
H6 1.4050 -6.2037 3.0411  0.40

Output
Multiplicity   2
Charge   +1
M   54.05 g mol⁻¹
HOMO (spin up / spin down)   -17.2 / -13.6 eV
Energy relative to the best compared isomer or geometry (same formula, charge and spin)   32.0 kcal per mole
Gap between HOMO and LUMO (spin up / spin down)   14.626 / 1.391 eV

---

ORCA calculation (ωB97M-V/def2-TZVPD) on a cluster of 36 separate species, H70NO38 in total in a non-equilibrium geometry.

Last column: Mulliken charge in e.
Cartesian coordinates (Å):
N1 -0.1198 0.1854 0.0351  0.45
O1 0.3186 1.1804 0.5969  -0.02
O2 0.5360 -0.1477 -0.9433  -1.11
O3 -0.9892 -0.5529 0.4235  -0.40
O4 0.6254 2.4020 -3.7409  -0.51
H1 0.1013 3.2026 -3.7153  0.23
H2 1.2030 2.5173 -4.4954  0.20
O5 3.2746 -0.9790 3.7514  -0.59
H3 4.1891 -1.2137 3.9087  0.27
H4 2.9712 -0.6229 4.5865  0.26
O6 4.0368 2.5241 2.8883  -0.58
H5 4.5670 1.7760 3.1630  0.24
H6 4.5249 3.2890 3.1930  0.23
O7 2.1871 3.5079 -0.9597  -0.53
H7 2.8718 2.8673 -0.7672  0.17
H8 1.3714 3.0094 -0.9103  0.30
O8 3.7442 -0.0026 1.4843  -0.68
H9 3.5282 -0.4937 2.2770  0.38
H10 3.8169 0.9058 1.7771  0.30
O9 -3.4636 -4.1068 2.6976  -0.66
H11 -3.2204 -3.7388 1.8482  0.21
H12 -3.8451 -4.9596 2.4893  0.29
O10 -4.0673 -1.6633 3.5348  -0.54
H13 -4.0416 -2.6060 3.3710  0.40
H14 -3.3967 -1.5172 4.2020  0.29
O11 0.1836 5.2601 4.0759  -0.68
H15 0.8919 4.8804 3.5559  0.26
H16 -0.1468 4.5306 4.6002  0.47
O12 1.3655 2.9669 2.3783  -0.40
H17 1.2851 2.4516 1.5757  0.26
H18 2.1449 2.6178 2.8106  0.25
O13 -0.7950 -3.5672 0.6797  -0.13
H19 0.0694 -3.6374 1.0848  0.24
H20 -0.9484 -2.6255 0.6031  0.07
O14 -0.5703 -0.7034 3.4050  -0.30
H21 0.3839 -0.7219 3.3310  0.15
H22 -0.8765 -0.5236 2.5161  0.26
O15 -3.1344 -3.5754 -1.8636  -0.61
H23 -3.7056 -3.9891 -1.2165  0.28
H24 -2.4341 -3.1778 -1.3462  0.30
O16 -4.9795 2.0573 -1.6226  -0.66
H25 -5.1848 1.3119 -2.1869  0.29
H26 -4.6811 1.6629 -0.8031  0.37
O17 -2.8369 -1.0948 -4.0882  -0.67
H27 -2.8478 -2.0520 -4.0863  0.30
H28 -1.9867 -0.8637 -3.7142  0.37
O18 -1.8406 -6.2490 0.7444  -0.67
H29 -1.6527 -5.3242 0.5842  0.32
H30 -0.9887 -6.6811 0.6835  0.28
O19 4.5894 1.6830 -2.6393  -0.57
H31 4.6799 2.5968 -2.9097  0.27
H32 5.4125 1.4818 -2.1942  0.22
O20 -0.0938 5.4174 -0.5581  -0.59
H33 0.8025 5.4863 -0.2292  0.27
H34 -0.5412 6.1829 -0.1975  0.28
O21 -0.2474 -0.0821 -3.7270  -0.54
H35 -0.0492 0.8530 -3.6775  0.43
H36 0.2079 -0.4640 -2.9767  0.10
O22 -0.4486 3.1498 5.5295  -0.69
H37 0.3717 2.7170 5.2930  0.28
H38 -1.1137 2.4666 5.4440  0.31
O23 2.4293 -0.1286 -2.8073  -0.28
H39 3.1289 0.4549 -2.5137  0.25
H40 1.6945 0.0658 -2.2255  0.42
O24 2.3593 5.6483 -2.5597  -0.64
H41 2.1270 6.4840 -2.1549  0.31
H42 2.1063 4.9897 -1.9128  0.38
O25 -3.5006 0.7470 0.7146  -0.29
H43 -3.3888 -0.2011 0.7841  0.17
H44 -2.6256 1.1038 0.8676  0.14
O26 -3.0235 2.9401 3.3439  -0.62
H45 -2.4399 3.1114 2.6048  0.40
H46 -3.8631 2.7194 2.9405  0.24
O27 1.1741 -4.3885 -4.7891  -0.66
H47 1.4481 -3.5145 -4.5110  0.32
H48 0.4598 -4.6168 -4.1943  0.31
O28 0.7254 -3.4676 -1.8388  -0.42
H49 0.1656 -3.5156 -1.0639  0.27
H50 1.4000 -2.8288 -1.6084  0.18
O29 -5.7045 1.5106 2.3088  -0.62
H51 -5.0219 1.1511 1.7421  0.40
H52 -6.3298 0.7938 2.4157  0.29
O30 1.4741 -3.0046 2.1123  -0.43
H53 2.1422 -2.3562 2.3348  0.15
H54 1.7182 -3.7825 2.6138  0.18
O31 2.5106 -1.7586 -5.2192  -0.62
H55 2.3234 -1.2310 -5.9956  0.27
H56 2.5895 -1.1213 -4.5093  0.27
O32 3.8801 -4.4997 -0.6128  -0.67
H57 3.4816 -3.6437 -0.7699  0.36
H58 4.8162 -4.3583 -0.7544  0.28
O33 -2.1922 -1.2265 5.8247  -0.69
H59 -1.6663 -0.6672 5.2529  0.26
H60 -1.9700 -0.9402 6.7107  0.29
O34 3.2231 -1.6838 -0.6932  -0.23
H61 3.3969 -1.1738 0.0979  0.34
H62 3.0914 -1.0276 -1.3776  0.15
O35 -1.7600 3.2831 0.9981  -0.75
H63 -1.5802 3.8429 0.2427  0.20
H64 -0.9395 2.8140 1.1498  0.32
O36 -0.3461 -0.5136 -6.3599  -0.63
H65 -0.3643 -0.2614 -5.4367  0.46
H66 -1.2544 -0.7338 -6.5665  0.29
O37 -5.5180 -2.3492 0.5193  -0.49
H67 -6.0195 -3.1128 0.8050  0.25
H68 -5.9978 -2.0172 -0.2395  0.26
O38 3.7674 0.8222 -5.2554  -0.59
H69 3.7216 1.0081 -4.3175  0.19
H70 3.1427 1.4299 -5.6512  0.31

Output
Multiplicity   1
Charge   -1
M   692.53 g mol⁻¹
HOMO   -7.5 eV
Gap between HOMO and LUMO   7.840 eV

---

ORCA calculation (ωB97M-V/def2-TZVPD) on a cluster of 2 separate species, H7N3 in total in a non-equilibrium geometry.

Last column: Mulliken charge in e.
Cartesian coordinates (Å):
N1 0.6849 0.4514 0.0258  -0.40
N2 1.8826 -0.3042 0.2056  -0.64
H1 0.3332 0.7068 0.9828  0.28
H2 1.0564 1.4024 -0.2282  0.22
H3 2.6990 -0.0808 -0.3869  0.24
H4 1.6524 -1.1909 -0.3529  0.24
N3 -2.1608 0.0039 0.1438  -0.71
H5 -2.0090 -1.0280 0.4654  0.21
H6 -2.8451 -0.2819 -0.5844  0.23
H7 -1.2936 0.3213 -0.2710  0.33

Output
Multiplicity   1
SMILES   NN.N
M   49.08 g mol⁻¹
HOMO   -9.2 eV
Energy relative to the best compared isomer or geometry (same formula, charge and spin)   13.1 kcal per mole
Gap between HOMO and LUMO   10.242 eV

---

ORCA calculation (ωB97M-V/def2-TZVPD) on a cluster of 2 separate species, H7N5S2 in total in a non-equilibrium geometry.

Last column: Mulliken charge in e.
Cartesian coordinates (Å):
N1 -1.4490 -0.2415 3.4946  -0.48
N2 1.9232 -1.1088 -2.4194  -0.56
N3 -1.2936 2.2481 3.3882  -0.44
N4 -0.5529 -0.3186 -2.5278  -0.45
N5 0.6521 -0.1264 -0.2699  -0.59
S1 -1.9408 1.0339 2.8161  0.38
S2 0.8834 0.1934 -1.7716  0.35
H1 -1.7903 -1.1755 3.2213  0.25
H2 2.7569 -0.5969 -2.6704  0.26
H3 -0.4448 2.2216 3.9171  0.28
H4 2.0482 -1.6737 -1.6578  0.29
H5 -0.5546 -0.2330 -3.5511  0.23
H6 -1.0971 -1.0691 -2.0859  0.24
H7 0.8593 0.8465 0.1165  0.23

Output
Multiplicity   1
M   141.23 g mol⁻¹
HOMO   -9.3 eV
Energy relative to the best compared isomer or geometry (same formula, charge and spin)   10.0 kcal per mole
Gap between HOMO and LUMO   9.503 eV

---

ORCA calculation (ωB97M-V/def2-TZVPD) on a cluster of 2 separate species, H7NSi2 in total in a non-equilibrium geometry.

Last column: Mulliken charge in e.
Cartesian coordinates (Å):
N1 1.0536 0.7100 -1.6596  -0.41
Si1 -0.6833 -1.0274 1.3062  0.35
Si2 -0.5276 1.0637 -0.9885  -0.04
H1 1.9265 1.0069 -1.3003  0.24
H2 1.3987 0.0507 -2.4047  0.24
H3 -0.7320 0.4767 1.7676  -0.05
H4 -1.8719 -1.0169 0.4728  -0.08
H5 -0.9883 -1.8996 2.4280  -0.13
H6 0.0994 1.9271 0.2022  -0.09
H7 0.3251 -1.2912 0.1764  -0.03

Output
Multiplicity   1
M   77.23 g mol⁻¹
HOMO   -8.4 eV
Energy relative to the best compared isomer or geometry (same formula, charge and spin)   30.8 kcal per mole
Gap between HOMO and LUMO   8.598 eV

---

ORCA calculation (ωB97M-V/def2-TZVPD) on a cluster of 3 separate species, H7O3 in total in a non-equilibrium geometry.

Last column: Mulliken charge in e.
Cartesian coordinates (Å):
O1 0.7117 -2.1107 -0.0549  -0.64
H1 0.4907 -3.0481 -0.0780  0.33
H2 1.6418 -2.0431 0.1805  0.33
O2 -0.1375 2.1599 0.3145  -0.68
H3 -0.9661 2.6383 0.4752  0.37
H4 0.5401 2.5342 0.8884  0.36
O3 -0.8063 -0.0762 -0.3888  -0.46
H5 -0.4558 0.6956 0.1983  0.47
H6 -0.8134 0.1312 -1.3315  0.42
H7 -0.2052 -0.8811 -0.2035  0.50

Output
Multiplicity   1
Charge   +1
M   55.05 g mol⁻¹
HOMO   -17.4 eV
Energy relative to the best compared isomer or geometry (same formula, charge and spin)   4.2 kcal per mole
Gap between HOMO and LUMO   13.723 eV